(1)
Formula: C25H55AsMoN7O3P2S4
Source: the OMol25 dataset
Level of theory: ωB97M-V with the def2-TZVPD basis set

The geometry in XYZ format:
```
98
C25H55AsMoN7O3P2S4 ωB97M-V with the def2-TZVPD basis set
H -0.188 1.303 3.293
H -0.367 -3.497 -2.053
H 0.776 1.491 1.236
C 0.847 -3.442 -0.273
C 7.514 0.805 0.247
H -0.693 -0.863 8.720
C -5.117 2.298 -2.540
Mo -0.227 -0.517 -0.262
H 1.196 2.814 -4.333
H -0.697 2.394 -2.868
H -2.772 -1.156 7.416
H 1.709 -2.056 -1.498
H 1.609 -0.068 -6.492
H -1.824 0.680 3.174
C -4.791 2.115 -4.002
O 6.455 0.169 -0.499
H -6.141 1.278 2.185
N 1.102 1.260 0.297
O -4.802 0.572 0.019
C -6.036 0.206 2.030
N -0.011 -0.662 -5.336
H -1.966 1.294 -3.409
N -0.487 1.677 -4.836
C -0.780 0.088 4.970
N 4.641 2.320 1.010
C -0.896 1.495 -3.458
S -3.452 -0.818 -2.176
H -4.486 1.091 -4.216
H -2.341 -2.351 2.754
C -4.758 -0.100 1.289
H 1.318 0.073 7.633
C 3.190 2.362 1.130
H 5.636 0.643 2.037
N -1.354 -2.425 -0.547
C -0.717 -0.601 7.671
H -0.971 -4.517 -0.752
H 1.444 -1.750 4.116
H -1.844 -2.666 0.312
H -3.880 0.257 1.836
H 2.235 -1.917 -0.003
C 0.414 -0.078 7.060
C -0.816 0.436 3.513
H -6.899 -0.156 1.475
N 1.786 0.825 -4.624
P -0.015 0.044 -2.694
C -1.289 -2.519 2.989
H -1.402 -1.467 -3.996
H -0.631 0.773 -6.703
C 0.381 0.264 5.717
H 7.981 0.089 0.920
C 2.590 1.225 0.320
H 5.067 2.904 1.719
S 4.490 -1.400 -0.901
H -2.105 -2.227 -1.222
H 2.948 1.265 -0.709
C 1.715 0.514 -3.208
As -0.216 -1.031 2.355
H -1.876 0.275 -5.543
H 1.543 -4.210 -0.614
H 1.262 0.694 5.252
H -4.655 -1.174 1.102
H 2.023 1.392 -2.636
H 2.012 -1.183 -5.178
H -5.901 1.623 -2.196
H -5.680 2.335 -4.593
H 1.981 -2.297 2.512
P -3.603 0.738 -0.997
S -1.922 1.257 0.077
C 5.521 -0.553 0.057
N 1.377 -2.082 -0.535
C -0.496 -3.560 -0.971
H -2.833 -0.542 5.032
C -0.819 0.516 -5.660
H 0.726 -3.555 0.807
H 2.200 -0.607 2.986
C 1.537 -1.470 3.067
O -3.922 2.096 -1.718
H -4.002 2.801 -4.311
C 0.936 1.965 -4.968
C -1.913 -0.426 5.595
H 2.905 0.262 0.727
H -0.959 -3.455 2.538
H -1.179 -2.589 4.071
H 2.930 2.229 2.184
H 1.137 2.234 -6.006
H 2.422 -0.289 -2.971
H 8.216 1.140 -0.508
H 4.937 2.697 0.117
H -6.023 -0.285 3.004
H 7.121 1.658 0.799
S 5.406 -0.663 1.822
H -5.418 3.321 -2.323
C -0.342 -1.206 -4.034
H 2.743 3.314 0.807
C -1.882 -0.769 6.938
H 0.771 2.050 -0.258
C 1.404 -0.318 -5.451
H 0.245 -2.113 -3.858
```

Calculated values
- multiplicity = 4
- molecular weight (g/mol) = 862.84
- DFT total energy (Eh) = -6173.6836
- E_LUMO (alpha / beta) (eV) = -4.56 / -5.98
- charge = +2

***

(2)
Formula: C59H49AgAsF5N6O2S
Source: the OMol25 dataset
Level of theory: ωB97M-V with the def2-TZVPD basis set

The geometry in XYZ format:
```
124
C59H49AgAsF5N6O2S ωB97M-V with the def2-TZVPD basis set
C -2.967 3.826 0.300
F 1.584 -1.668 7.702
C 5.013 -2.445 -1.630
H -6.618 0.447 -3.767
H 8.318 -1.719 2.222
H 4.637 1.315 2.293
H 0.834 -5.970 -1.467
F 3.407 -0.299 6.209
C -6.552 5.824 -0.884
H -2.788 4.896 0.210
C -3.468 1.261 -1.583
N -2.329 1.796 1.391
H -5.599 -1.333 -2.471
C 1.916 2.732 2.598
H 4.432 -3.090 -4.910
C -1.801 -1.125 -0.823
H -3.443 3.140 -2.758
H 7.487 -3.568 3.643
C 5.452 -3.349 2.991
H -4.522 5.958 -0.248
C -8.609 4.732 -1.518
H 2.523 -5.391 -1.593
C 1.669 -5.512 -0.929
C -4.968 1.880 -3.462
H 2.777 -1.279 -4.549
H 1.249 4.753 2.165
C 5.030 -1.587 1.399
C 1.690 4.340 -0.725
H 2.820 -5.720 0.848
O 2.425 -3.298 0.176
H -5.345 2.597 -4.180
H 3.515 -2.883 2.181
C 5.760 3.633 0.095
C -4.162 1.753 -0.238
C 6.383 -1.265 1.416
H 5.628 -2.796 -0.811
C -5.105 -0.373 -2.560
C 6.801 -3.021 3.006
O 2.143 2.699 3.785
H -0.071 -6.683 0.947
H 2.971 4.452 1.796
F 3.190 -0.202 3.547
S 1.158 -3.854 -0.416
H -3.310 -5.758 -0.640
H -1.078 3.484 1.254
H -10.183 6.082 -2.065
H -6.499 7.977 -0.924
H 1.301 3.792 -1.580
H 2.534 -0.260 -2.323
F -0.492 -2.943 6.471
C -3.383 1.224 0.943
N 1.105 1.457 -0.506
H -2.390 1.364 -1.434
C -5.325 3.990 -0.450
H 2.726 4.618 -0.946
H 0.913 -6.143 2.303
C -8.412 7.156 -1.522
H 5.080 -4.151 3.616
C 4.938 1.681 -1.055
H 0.423 -3.841 1.796
C 0.307 -2.170 4.346
C 4.095 -1.422 -1.419
C -3.357 -2.625 -1.956
H -9.191 3.834 -1.678
C -3.777 -2.954 -3.242
C -3.887 -5.289 -2.657
C -4.043 -4.273 -3.589
H 2.203 -7.274 0.269
H -4.364 -4.506 -4.598
C -9.155 5.997 -1.730
C -3.813 -0.174 -1.882
H 5.850 -3.840 -3.023
F -0.756 -2.846 3.809
C -0.781 -1.101 -0.151
H 5.655 3.547 2.242
C -7.084 7.080 -1.090
C 1.963 -6.216 0.389
C 0.713 -5.981 1.244
H 0.647 1.913 -1.278
Ag 0.451 -0.841 1.534
C 1.966 4.026 1.775
H -4.103 -6.316 -2.925
C 4.342 -2.619 -3.939
C 1.184 -1.488 3.534
C 7.267 -1.979 2.216
C 4.890 1.765 1.339
H 6.754 -0.451 0.804
C 1.421 2.207 0.564
C -3.177 -3.659 -1.038
N 1.609 3.545 0.466
C -4.187 3.244 -0.097
H 5.732 3.413 -2.040
C 4.631 1.069 0.156
C 4.570 -2.636 2.191
C 2.373 -0.910 5.593
H 0.685 0.553 -0.252
H 6.191 4.626 0.070
C 5.458 3.030 1.310
H -8.863 8.125 -1.696
C 5.136 -3.038 -2.880
H -3.686 0.294 1.418
As 3.673 -0.648 0.340
H 1.093 5.248 -0.615
C 3.292 -1.019 -2.485
N 1.593 1.680 1.769
H -2.814 -3.402 -0.051
C -5.660 0.603 -3.287
H -0.827 -4.475 0.740
N -5.315 5.387 -0.471
C -3.030 -1.220 -1.553
C 0.231 -4.541 0.984
C -3.922 2.171 -2.690
N -6.527 3.527 -0.819
C -2.011 3.061 0.912
C 3.416 -1.604 -3.737
C 2.213 -0.876 4.216
C 0.403 -2.250 5.726
H -5.182 1.365 -0.267
C -7.288 4.632 -1.089
H 4.756 1.159 -1.987
C 1.451 -1.604 6.356
H -3.877 -2.166 -3.978
C -3.447 -4.975 -1.376
C 5.496 2.955 -1.086
```

Calculated values
- multiplicity = 1
- molecular weight (g/mol) = 1183.93
- DFT total energy (Eh) = -6036.9058
- E_LUMO (eV) = 3.68
- energy relative to the best compared isomer or geometry (same formula, charge and spin) (eV) = 1.529
- charge = -2

***

(3)
Formula: C10H20GaO5SbSe4
Source: the OMol25 dataset
Level of theory: ωB97M-V with the def2-TZVPD basis set

The geometry in XYZ format:
```
41
C10H20GaO5SbSe4 ωB97M-V with the def2-TZVPD basis set
C 0.127 2.325 1.873
C -2.561 -0.678 1.075
Se -0.276 -4.042 -2.044
C -1.053 -0.439 -2.285
H -1.941 1.790 1.978
O 0.209 -0.034 -1.678
C 2.592 1.873 -0.142
H 2.877 1.016 -2.405
O -1.606 -0.651 -0.015
H -3.174 0.223 1.013
C 1.254 2.552 -0.278
O 0.299 1.795 0.527
C -1.000 1.543 2.474
H 1.228 -0.258 -3.462
O 2.388 0.490 -0.460
H 1.053 2.196 2.434
H -3.192 -1.559 0.963
H -0.995 -1.503 -2.503
H 2.960 1.907 0.883
Se 1.510 -2.068 1.239
C 2.611 0.126 -1.839
C -2.124 -0.160 -1.271
H -1.090 1.737 3.542
H 3.344 2.319 -0.790
Sb 0.338 -4.112 0.238
H -2.360 -0.525 3.222
Se 2.039 -5.847 0.728
H 0.886 2.512 -1.301
H -1.201 0.145 -3.192
C -1.749 -0.750 2.348
Ga 0.360 -0.255 0.322
H -1.301 -1.734 2.468
C 1.361 -0.537 -2.419
H 1.373 -1.622 -2.325
Se -1.744 -4.544 1.537
H -0.123 3.381 1.796
H 1.261 3.585 0.061
H -2.341 0.905 -1.167
H -3.033 -0.703 -1.525
O -0.652 0.172 2.252
H 3.446 -0.571 -1.870
```

Calculated values
- multiplicity = 1
- molecular weight (g/mol) = 727.59
- DFT total energy (Eh) = -12539.4176
- E_LUMO (alpha / beta) (eV) = -8.15 / -7.96
- energy relative to the best compared isomer or geometry (same formula, charge and spin) (eV) = 0.417
- charge = +2

***

(4)
Formula: C3H5O3PS
Source: the OMol25 dataset
Level of theory: ωB97M-V with the def2-TZVPD basis set

The geometry in XYZ format:
```
13
C3H5O3PS ωB97M-V with the def2-TZVPD basis set
H 0.325 -2.108 -0.441
H 0.291 2.299 -0.120
P -2.183 -1.709 0.377
O -2.788 -2.429 -0.733
C 0.101 1.299 0.184
H 0.294 -1.180 1.185
H 0.425 1.380 1.279
S -2.356 1.444 0.408
O -2.735 -0.045 0.201
H -0.187 0.119 -1.522
C 0.034 0.070 -0.517
C 0.058 -1.227 0.128
O -2.874 2.218 -0.688
```

Calculated values
- multiplicity = 1
- molecular weight (g/mol) = 152.11
- DFT total energy (Eh) = -1082.4919
- E_LUMO (alpha / beta) (eV) = -1.35 / -1.35
- energy relative to the best compared isomer or geometry (same formula, charge and spin) (eV) = 3.440
- charge = 0

***

(5)
Formula: C29H42BrIN2O11S5
Source: the OMol25 dataset
Level of theory: ωB97M-V with the def2-TZVPD basis set

The geometry in XYZ format:
```
91
C29H42BrIN2O11S5 ωB97M-V with the def2-TZVPD basis set
C -2.736 -1.342 -0.643
S -3.047 3.347 -4.068
H -1.992 3.399 6.356
C -0.665 4.041 -4.185
H -4.725 4.189 1.611
H 3.586 -6.240 -3.071
N 3.403 0.112 0.048
H 2.391 -5.321 0.244
C 2.979 -6.405 -2.183
N -0.484 3.101 2.453
O 3.688 1.012 -2.083
H 0.810 0.898 1.805
H 2.760 2.059 0.092
O -2.463 -2.415 0.271
H 3.245 -8.572 -2.123
C 1.979 2.534 2.463
H -1.264 4.220 -6.263
H -3.804 -1.278 -0.818
H 1.719 -4.040 1.190
H -0.318 3.062 6.846
H 3.608 -6.322 -1.299
H -5.889 1.962 0.950
C -3.476 4.255 -0.105
O -1.932 4.389 -3.604
C 2.903 -2.080 -0.689
H 1.676 -7.992 -1.516
C 2.990 -1.282 -1.829
H -0.432 0.776 6.114
H -0.553 0.961 3.815
O -4.152 4.067 -4.580
H 0.064 3.360 4.493
C -1.242 1.656 4.292
S -1.027 -3.033 -0.003
H -2.228 1.452 3.882
C 0.893 3.536 2.134
H 1.968 -7.995 -3.221
C 1.802 -5.435 -2.120
H -0.258 2.792 -5.925
O -3.211 2.362 -3.059
H -1.593 3.748 4.128
H 2.023 2.394 3.542
C -1.273 1.394 5.813
H -4.298 1.886 1.634
C -0.791 3.060 3.891
H -2.170 0.820 6.033
O -1.173 -4.421 -0.259
C -4.852 2.240 0.773
S -2.022 3.285 0.295
S -1.597 5.547 2.137
H -0.041 4.926 -4.266
H 1.204 -5.585 -3.011
O 4.909 -4.262 0.739
Br 3.738 -4.502 3.189
C 2.559 -3.446 -0.723
H -2.468 -2.475 -2.474
O -0.106 -2.560 0.969
O -2.225 2.689 -5.271
H -5.619 4.111 0.067
H -3.669 4.207 -1.169
H 1.459 0.973 -0.272
H -2.381 -0.408 -0.201
C 1.868 1.150 1.823
C 2.546 -4.287 0.536
H 1.122 4.443 2.702
H 2.406 0.469 2.471
C 2.331 1.101 0.371
H -4.522 1.724 -0.126
C 2.455 -7.843 -2.260
C -1.307 2.635 6.708
H 0.906 3.841 1.090
C 2.292 -3.170 -3.184
C -4.751 3.757 0.613
H -1.637 2.338 7.701
H -1.735 -0.854 -2.519
C 3.245 -1.245 0.471
H -3.342 5.300 0.149
C 3.860 -4.301 1.253
C -1.338 3.983 1.740
C -1.030 3.447 -5.530
H -0.177 3.308 -3.538
O 3.428 -1.603 1.594
C 3.422 0.085 -1.383
S 1.863 -3.823 -4.784
O -0.732 -2.272 -1.378
C 2.222 -3.994 -2.005
I 2.851 -0.575 -4.797
C 2.698 -1.801 -3.108
H 2.918 3.014 2.187
C -1.955 -1.710 -1.888
H 1.154 -5.709 -1.291
H 2.760 -4.814 -4.852
```

Calculated values
- multiplicity = 1
- molecular weight (g/mol) = 961.80
- structure (SMILES) = CCCCN(CCCCN1C(=O)c2c(I)c(S)c(CCC)c(CC(=O)Br)c2C1=O)C(=S)SCCC.O=S1(=O)OCCO1.O=S1(=O)OCCO1
- DFT total energy (Eh) = -6929.9872
- E_LUMO (eV) = -0.59
- charge = 0

***

(6)
Formula: C17H15NO3
Source: the OMol25 dataset
Level of theory: ωB97M-V with the def2-TZVPD basis set

The geometry in XYZ format:
```
36
C17H15NO3 ωB97M-V with the def2-TZVPD basis set
H -0.162 0.406 0.167
H -3.137 3.505 0.887
C 3.939 1.086 -0.078
C -2.460 0.480 -0.472
C -3.725 0.254 1.573
H 3.288 -2.541 1.129
C -3.080 -0.328 0.483
H 4.122 2.097 -0.413
C 4.919 0.383 0.608
C 0.402 0.024 -0.688
C -3.742 1.627 1.723
H -2.026 2.487 -1.062
C -2.492 1.861 -0.315
C 1.531 1.016 -1.044
O -2.565 -0.387 -2.681
C -1.870 -0.089 -1.732
C 2.493 -0.830 0.112
H 1.710 1.011 -2.123
H 5.459 -1.446 1.572
N -0.523 -0.161 -1.774
H 1.176 -1.963 -1.136
O -2.121 -2.296 -0.405
H -2.217 -3.258 -0.483
C 4.687 -0.912 1.038
O -3.872 -2.521 0.956
C 3.469 -1.531 0.792
H -0.142 -0.551 -2.626
H 5.872 0.851 0.808
C -3.094 -1.805 0.378
C -3.122 2.431 0.777
H -4.206 -0.394 2.289
C 1.119 -1.283 -0.281
H 0.596 -1.803 0.521
H 1.289 2.037 -0.750
H -4.241 2.072 2.570
C 2.727 0.472 -0.320
```

Calculated values
- multiplicity = 1
- molecular weight (g/mol) = 281.31
- structure (SMILES) = O=C(O)c1ccccc1C(=O)NC1Cc2ccccc2C1
- DFT total energy (Eh) = -937.3431
- E_LUMO (eV) = 0.33
- energy relative to the best compared isomer or geometry (same formula, charge and spin) (eV) = 0.000
- charge = 0

***

(7)
Formula: H6O3
Source: the OMol25 dataset
Level of theory: ωB97M-V with the def2-TZVPD basis set

The geometry in XYZ format:
```
9
H6O3 ωB97M-V with the def2-TZVPD basis set
H 3.027 -1.118 0.846
O 2.945 -0.605 0.057
O -3.115 -0.713 0.058
H 2.875 -1.266 -0.689
H -3.111 -0.116 0.826
H -3.644 -0.319 -0.571
H 0.990 0.953 -0.236
H -0.096 1.972 -0.467
O 0.129 1.212 0.175
```

Calculated values
- multiplicity = 1
- molecular weight (g/mol) = 54.05
- structure (SMILES) = O.O.O
- DFT total energy (Eh) = -229.2963
- E_LUMO (eV) = 0.83
- energy relative to the best compared isomer or geometry (same formula, charge and spin) (eV) = 0.783
- charge = 0

***

DFT total energy of number 5 (C29H42BrIN2O11S5)?
-6929.9872 Eh